Here is a molecular structure, C16H23AuN4O2 from OMol25. Energies are from wB97M-V/def2-TZVPD.

The LUMO energy comes out at -0.0226 Eh. Its energy relative to the best compared isomer or geometry (same formula, charge and spin) is 60.7 kJ/mol. As for the frontier orbital gap: 5.75 eV.

```
! wB97M-V def2-TZVPD RIJCOSX def2/J DEFGRID3
* xyz 0 1
Au -0.779 2.167 -1.498
C 0.114 5.904 0.434
C 0.122 4.399 0.216
O -0.903 3.967 -0.439
C 1.222 3.714 0.706
C 1.627 2.357 0.487
C 3.106 2.065 0.605
N 0.763 1.453 0.149
N 1.196 0.180 -0.189
C 0.589 -0.366 -1.205
O -0.350 0.121 -1.968
C 1.023 -1.760 -1.533
C 2.152 -2.326 -0.935
C 2.633 -3.551 -1.363
C 2.000 -4.232 -2.396
C 0.852 -3.699 -2.963
C 0.361 -2.476 -2.529
H -0.881 6.293 0.228
H 0.403 6.150 1.455
H 0.820 6.382 -0.247
H 1.980 4.339 1.164
H 3.449 2.320 1.609
H 3.301 1.014 0.409
H 3.667 2.670 -0.108
H 2.658 -1.770 -0.158
H 3.518 -3.977 -0.908
H 2.418 -5.157 -2.773
H 0.353 -4.228 -3.766
H -0.523 -2.045 -2.980
N -1.810 -1.753 2.324
C -1.290 -0.393 1.951
C -2.357 0.304 1.112
N -2.765 -0.461 -0.048
C -3.130 -1.819 0.261
C -2.076 -2.563 1.094
H -2.692 -1.621 2.824
H -1.156 -2.230 2.939
H -0.375 -0.524 1.374
H -1.064 0.168 2.858
H -1.943 1.261 0.773
H -3.237 0.503 1.741
H -2.066 -0.396 -0.788
H -3.291 -2.372 -0.663
H -4.077 -1.817 0.820
H -1.141 -2.641 0.538
H -2.422 -3.554 1.386
*
```

Atomic partial charges in e from the Löwdin method, atoms 1 to 5:
1 Au 0.7921
2 C -0.0444
3 C -0.4945
4 O -0.2481
5 C -0.0731